No. 1
ORCA calculation (ωB97M-V with the def2-TZVPD basis set) on 2 unconnected molecules or ions with the total composition C19H17Cl2O9S at a distorted geometry.

CARTESIAN COORDINATES (ANGSTROEM)
C: 4.969 0.074 -1.176
C: 5.443 0.902 0.047
C: 4.792 0.530 1.409
C: 3.308 0.146 1.390
O: 2.433 1.315 1.449
C: 1.130 0.834 1.337
C: 0.558 0.391 2.506
C: -0.710 -0.131 2.532
C: -1.387 -0.197 1.332
C: -0.827 0.243 0.156
C: 0.456 0.802 0.127
S: 1.169 1.443 -1.393
C: 2.443 2.656 -1.002
O: 0.191 2.175 -2.146
O: 1.776 0.360 -2.116
C: -1.692 0.075 -1.082
O: -1.248 -0.108 -2.195
C: -3.192 0.096 -0.887
C: -4.020 0.527 -1.892
C: -5.388 0.507 -1.723
C: -5.909 0.062 -0.532
C: -5.109 -0.384 0.497
Cl: -5.853 -0.975 1.949
C: -3.743 -0.354 0.305
C: -2.791 -0.808 1.369
O: -3.021 -1.628 2.232
H: 4.370 0.696 -1.844
H: 5.863 -0.192 -1.758
H: 4.483 -0.869 -0.923
H: 5.378 1.986 -0.107
H: 6.517 0.696 0.160
H: 4.849 1.432 2.040
H: 5.341 -0.246 1.951
H: 3.012 -0.537 0.585
H: 3.116 -0.399 2.330
H: 1.080 0.445 3.459
H: -1.142 -0.495 3.458
H: 1.982 3.328 -0.265
H: 2.719 3.206 -1.902
H: 3.286 2.203 -0.486
H: -3.561 0.845 -2.827
H: -6.006 0.851 -2.547
H: -6.991 0.047 -0.421
O: -2.247 -4.697 -0.408
Cl: -3.615 -4.315 -0.679
O: -4.105 -5.038 -1.829
O: -3.667 -2.889 -0.951
O: -4.439 -4.610 0.470

## Properties
* charge: -1
* LUMO: 0.0628 hartree
* spin multiplicity: 1
* frontier orbital gap: 7.43 eV

=====

No. 2
ORCA calculation (ωB97M-V with the def2-TZVPD basis set) on a molecular structure, C25H35FeN4O5PS.

CARTESIAN COORDINATES (ANGSTROEM)
Fe: -0.273 0.470 -0.014
C: 1.241 -1.478 -3.237
C: 0.135 -2.112 -2.380
C: 0.548 -2.415 -0.938
N: -0.010 -1.527 0.075
C: 0.070 -1.954 1.322
C: 0.811 -3.084 1.732
C: 0.854 -3.749 2.955
C: 0.098 -3.595 4.097
C: -0.914 -2.637 4.259
C: -1.255 -1.568 3.477
C: -0.634 -1.065 2.282
N: -0.758 0.146 1.847
C: -1.572 1.154 2.498
C: -2.891 1.330 1.709
C: -3.122 0.274 0.621
N: -2.128 0.401 -0.428
C: -2.440 0.610 -1.689
C: -3.704 0.322 -2.241
C: -4.253 0.626 -3.480
C: -3.750 1.369 -4.528
C: -2.480 1.954 -4.554
C: -1.421 1.825 -3.693
C: -1.272 1.056 -2.498
N: -0.124 0.786 -1.945
C: 1.140 1.008 -2.620
C: 1.963 -0.275 -2.630
H: 0.824 -1.204 -4.213
H: 1.989 -2.255 -3.435
H: -0.142 -3.058 -2.855
H: -0.769 -1.508 -2.374
H: 1.647 -2.422 -0.870
H: 0.229 -3.433 -0.688
H: 1.479 -3.490 0.985
H: 1.581 -4.557 2.988
H: 0.259 -4.291 4.910
H: -1.513 -2.746 5.159
H: -2.086 -0.976 3.834
H: -1.006 2.082 2.484
H: -1.764 0.891 3.538
H: -2.880 2.307 1.226
H: -3.741 1.301 2.397
H: -4.124 0.430 0.220
H: -3.093 -0.738 1.042
H: -4.349 -0.254 -1.592
H: -5.258 0.239 -3.625
H: -4.397 1.542 -5.379
H: -2.291 2.610 -5.400
H: -0.554 2.423 -3.934
H: 1.664 1.813 -2.096
H: 0.977 1.313 -3.656
H: 2.276 -0.500 -1.611
H: 2.874 -0.079 -3.204
O: -0.161 4.608 0.905
S: 0.573 3.401 0.580
O: 1.507 3.547 -0.539
O: 1.689 0.524 0.293
O: -0.495 2.352 0.187
C: 3.912 -0.609 1.106
P: 2.755 0.780 1.328
C: 3.818 2.211 1.074
C: 2.308 0.585 3.062
O: 1.261 2.840 1.772
H: 4.729 -0.567 1.830
H: 4.328 -0.565 0.098
H: 3.368 -1.546 1.227
H: 4.866 1.915 1.144
H: 3.566 2.992 1.784
H: 3.574 2.606 0.086
H: 3.197 0.785 3.664
H: 1.997 -0.448 3.228
H: 1.517 1.280 3.325

## Properties
* charge: -1
* ΔE to the lowest compared entry with this formula, charge and spin: 0.0 kcal per mole
* LUMO (spin up / spin down): 0.0982 / 0.0967 hartree
* spin multiplicity: 2
* frontier orbital gap (spin up / spin down): 7.05 / 7.08 eV

=====

No. 3
ORCA calculation (ωB97M-V with the def2-TZVPD basis set) on 14 unconnected molecules or ions with the total composition C4H34NO15 at a distorted geometry.

CARTESIAN COORDINATES (ANGSTROEM)
C: 1.877 0.302 -3.524
N: 0.880 0.676 -2.631
C: 0.395 2.020 -2.892
C: 1.073 0.247 -1.237
C: 0.134 -0.946 -0.952
O: -0.316 -0.821 0.388
O: 2.170 0.904 -4.527
H: 2.252 -0.733 -3.330
H: -0.451 2.048 -3.616
H: 0.007 2.505 -1.975
H: 1.118 2.683 -3.394
H: 2.090 -0.132 -1.152
H: 1.043 1.055 -0.518
H: 0.683 -1.848 -1.265
H: -0.743 -0.914 -1.597
H: -0.419 1.129 3.210
H: 0.421 -0.090 3.454
O: 0.232 0.776 3.879
H: -1.760 -1.448 0.382
H: -3.354 -1.301 0.610
O: -2.675 -1.895 0.227
H: -0.552 -3.024 1.080
H: -1.070 -4.495 1.157
O: -0.288 -3.949 1.195
H: -2.971 3.761 0.250
H: -2.622 2.638 -0.846
O: -2.314 3.412 -0.365
H: -3.242 -0.157 -2.654
H: -1.930 0.758 -2.424
O: -2.890 0.690 -2.312
H: -3.518 0.415 0.208
H: -3.148 0.635 1.697
O: -3.887 0.422 1.112
H: 0.791 -2.585 2.239
H: 0.469 -1.143 1.546
O: 0.973 -1.646 2.307
H: -2.728 -1.514 -1.485
H: -3.926 -2.461 -1.676
O: -3.299 -1.945 -2.190
H: 2.252 3.156 3.472
H: 1.597 1.718 3.945
O: 2.401 2.316 3.926
H: 4.339 1.730 0.236
H: 4.032 2.940 -0.657
O: 4.449 2.073 -0.661
H: 2.753 -0.122 2.165
H: 3.238 1.315 2.665
O: 3.239 0.687 1.916
H: 2.666 -4.131 0.421
H: 1.392 -4.638 0.505
O: 2.132 -4.723 -0.138
H: -0.831 0.484 0.963
H: -1.025 2.002 1.190
O: -1.141 1.164 1.665

## Properties
* charge: -1
* ΔE to the lowest compared entry with this formula, charge and spin: 73.9 kcal per mole
* LUMO: 0.0921 hartree
* spin multiplicity: 1
* frontier orbital gap: 9.20 eV

=====

No. 4
ORCA calculation (ωB97M-V with the def2-TZVPD basis set) on 2 unconnected molecules or ions with the total composition C2H11N5O at a distorted geometry.

CARTESIAN COORDINATES (ANGSTROEM)
C: -0.032 1.261 -0.151
C: 1.929 0.864 -1.530
N: 1.031 0.424 -0.642
N: -1.916 -0.118 -0.399
N: -0.684 -1.682 2.208
N: -0.984 0.269 0.474
N: -0.002 -1.329 1.195
O: 2.723 -0.085 -1.904
H: 0.236 2.057 0.625
H: -0.531 1.723 -0.910
H: 2.039 1.843 -1.907
H: 1.321 -0.451 -0.212
H: -2.691 -0.706 -0.095
H: -2.169 0.687 -1.093
H: -0.629 -1.152 3.141
H: -1.491 -2.308 2.026
H: -1.401 0.677 1.355
H: -0.110 -2.132 0.459
H: 3.362 0.156 -2.638

## Properties
* charge: +2
* ΔE to the lowest compared entry with this formula, charge and spin: 77.7 kcal per mole
* LUMO (spin up / spin down): -0.3076 / -0.3076 hartree
* spin multiplicity: 1
* frontier orbital gap (spin up / spin down): 8.67 / 8.67 eV

=====

No. 5
ORCA calculation (ωB97M-V with the def2-TZVPD basis set) on C11H18N2O in the gas phase at a distorted geometry.

CARTESIAN COORDINATES (ANGSTROEM)
C: 1.700 2.858 -5.151
C: 1.185 2.828 -4.085
N: -1.752 0.509 0.305
O: -1.038 1.209 -0.554
C: -1.073 -0.486 0.830
N: 0.610 -2.277 2.363
C: 1.527 -3.135 3.168
C: 0.529 2.875 -2.728
C: -1.547 2.394 -1.240
C: 0.464 -0.628 0.590
C: -1.730 -1.524 1.807
C: 1.216 -1.091 1.913
C: -0.756 -2.690 2.043
C: -0.957 2.336 -2.690
H: 2.234 2.894 -6.095
H: 1.244 -4.186 3.147
H: 1.521 -2.812 4.165
H: 2.514 -2.908 3.002
H: 0.518 3.906 -2.321
H: 1.219 2.310 -2.077
H: -1.139 3.263 -0.704
H: -2.677 2.413 -1.244
H: 1.002 0.230 0.083
H: 0.501 -1.443 -0.233
H: -1.849 -1.101 2.842
H: -2.717 -1.949 1.280
H: 1.263 -0.181 2.604
H: 2.300 -1.299 1.663
H: -1.190 -3.326 2.755
H: -0.636 -3.213 1.099
H: -1.514 2.945 -3.432
H: -0.972 1.280 -3.104

## Properties
* ΔE to the lowest compared entry with this formula, charge and spin: 140.8 kcal per mole
* SMILES string: C#CCCCON=C1CCN(C)CC1
* LUMO: 0.0325 hartree
* spin multiplicity: 1
* frontier orbital gap: 8.57 eV

=====

No. 6
ORCA calculation (ωB97M-V with the def2-TZVPD basis set) on 3 unconnected molecules or ions with the total composition C44H33IN2O4S.

CARTESIAN COORDINATES (ANGSTROEM)
N: 3.855 -2.090 1.026
C: 4.309 -3.081 0.037
C: 3.312 -3.240 -1.105
C: 3.123 -1.934 -1.906
C: 3.765 -1.959 -3.300
C: 5.268 -1.817 -3.243
C: 6.090 -2.931 -3.416
C: 7.469 -2.840 -3.307
C: 8.067 -1.615 -3.035
C: 7.274 -0.487 -2.887
C: 5.887 -0.591 -2.979
S: 4.945 0.895 -2.753
C: 5.908 1.569 -1.435
C: 5.302 2.201 -0.352
C: 6.111 2.708 0.652
I: 5.243 3.660 2.292
C: 7.489 2.575 0.604
C: 8.076 1.932 -0.479
C: 7.290 1.440 -1.509
N: 7.890 0.793 -2.641
H: 2.910 -1.784 0.841
H: 3.893 -2.451 1.967
H: 4.462 -4.049 0.523
H: 5.271 -2.761 -0.378
H: 3.670 -4.033 -1.770
H: 2.343 -3.542 -0.699
H: 3.548 -1.108 -1.331
H: 2.059 -1.710 -2.017
H: 3.350 -1.152 -3.908
H: 3.537 -2.911 -3.781
H: 5.625 -3.886 -3.631
H: 8.085 -3.721 -3.430
H: 9.143 -1.527 -2.955
H: 4.223 2.271 -0.308
H: 8.093 2.964 1.412
H: 9.151 1.816 -0.530
H: 7.706 1.376 -3.458
C: -3.588 -5.438 2.130
C: -2.768 -5.663 1.030
C: -1.929 -4.660 0.573
C: -1.911 -3.427 1.212
C: -2.742 -3.197 2.311
C: -3.576 -4.209 2.768
C: -2.767 -1.877 3.004
O: -3.496 -1.685 3.956
C: -1.879 -0.802 2.482
C: -1.890 0.446 3.092
C: -1.073 1.458 2.618
C: -0.232 1.223 1.535
C: -0.215 -0.019 0.925
C: -1.039 -1.037 1.393
C: -1.000 -2.365 0.711
O: -0.243 -2.558 -0.217
H: -4.240 -6.224 2.488
H: -2.785 -6.622 0.530
H: -1.283 -4.820 -0.280
H: -4.211 -4.021 3.623
H: -2.546 0.616 3.935
H: -1.091 2.431 3.091
H: 0.413 2.007 1.162
H: 0.432 -0.213 0.080
C: -7.127 0.659 2.863
C: -5.737 0.698 2.821
C: -5.097 1.619 2.009
C: -5.839 2.499 1.233
C: -7.234 2.451 1.267
C: -7.873 1.531 2.089
C: -8.057 3.366 0.426
O: -9.268 3.334 0.462
C: -7.337 4.321 -0.467
C: -8.078 5.158 -1.291
C: -7.433 6.059 -2.120
C: -6.044 6.133 -2.126
C: -5.300 5.300 -1.307
C: -5.943 4.388 -0.478
C: -5.120 3.490 0.382
O: -3.910 3.563 0.388
H: -7.628 -0.057 3.501
H: -5.155 0.008 3.420
H: -4.017 1.660 1.965
H: -8.954 1.510 2.111
H: -9.157 5.093 -1.273
H: -8.011 6.709 -2.764
H: -5.542 6.841 -2.772
H: -4.220 5.344 -1.302

## Properties
* SMILES string: NCCCCc1cccc2c1Sc1cc(I)ccc1N2.O=C1c2ccccc2C(=O)c2ccccc21.O=C1c2ccccc2C(=O)c2ccccc21
* LUMO: -0.0430 hartree
* spin multiplicity: 1
* frontier orbital gap: 7.16 eV

=====

No. 7
ORCA calculation (ωB97M-V with the def2-TZVPD basis set) on 9 unconnected molecules or ions with the total composition C5H28N2O9 at a distorted geometry.

CARTESIAN COORDINATES (ANGSTROEM)
C: 0.774 0.183 0.448
N: 1.458 0.747 1.617
C: 0.908 0.780 2.832
O: -0.268 0.593 3.113
C: 1.178 -1.264 0.243
C: 2.356 -1.592 -0.795
C: 2.940 -0.347 -1.436
N: 2.211 0.118 -2.624
H: 1.124 0.735 -0.420
H: -0.283 0.331 0.576
H: 2.461 0.823 1.572
H: 1.559 1.108 3.653
H: 0.328 -1.821 -0.147
H: 1.493 -1.759 1.133
H: 1.953 -2.278 -1.536
H: 3.157 -2.061 -0.235
H: 3.167 0.457 -0.728
H: 3.958 -0.598 -1.773
H: 2.355 1.104 -2.749
H: 1.277 -0.242 -2.645
H: -0.584 -1.993 -2.097
H: -1.466 -3.112 -1.446
O: -1.269 -2.633 -2.256
H: -2.779 -1.223 1.042
H: -2.757 -1.642 -0.437
O: -2.313 -1.796 0.411
H: -1.921 1.442 -3.714
H: -2.326 0.592 -2.556
O: -1.544 1.038 -2.937
H: 1.539 -1.706 3.925
H: 2.683 -2.502 3.479
O: 2.431 -1.575 3.582
H: -1.281 1.725 -1.230
H: -1.805 3.048 -0.690
O: -1.477 2.193 -0.395
H: 0.480 4.635 -0.212
H: 0.773 3.132 -0.082
O: 1.157 3.966 -0.295
H: -2.405 0.978 1.162
H: -1.909 0.398 2.470
O: -2.711 0.465 1.919
H: -2.896 -1.767 -2.533
H: -4.224 -1.104 -2.051
O: -3.274 -0.968 -2.122

## Properties
* ΔE to the lowest compared entry with this formula, charge and spin: 55.6 kcal per mole
* SMILES string: NCCCCNC=O.O.O.O.O.O.O.O.O
* LUMO: 0.0067 hartree
* spin multiplicity: 1
* frontier orbital gap: 9.23 eV

=====

No. 8
ORCA calculation (ωB97M-V with the def2-TZVPD basis set) on a molecular structure, C25H45BN6O4Si3Ti at a distorted geometry.

CARTESIAN COORDINATES (ANGSTROEM)
Ti: 0.984 -0.037 0.653
N: -2.386 1.202 -0.277
N: -1.777 2.137 -1.111
C: -0.481 2.492 -0.877
N: 0.032 3.527 -1.581
N: 0.197 1.824 0.009
N: 1.613 1.867 0.030
O: 2.328 2.435 -0.846
O: 2.009 1.669 1.327
H: -2.651 0.371 -0.789
H: -3.151 1.609 0.241
H: -2.348 2.780 -1.636
H: -0.440 3.794 -2.427
H: 1.051 3.525 -1.583
C: -1.507 -1.686 3.456
Si: 0.200 -2.420 3.118
C: -0.290 -3.846 1.981
C: 0.854 -3.318 4.655
C: 1.439 -1.116 2.526
Si: 1.325 0.296 3.785
C: 2.802 1.457 3.976
C: -0.190 1.372 3.376
C: 1.031 -0.246 5.580
Si: 3.073 -1.792 2.065
C: 4.599 -1.267 3.032
C: 3.172 -3.666 1.928
C: 3.489 -1.276 0.238
C: 4.713 -1.584 -0.356
C: 4.954 -1.245 -1.675
C: 3.976 -0.599 -2.417
C: 2.778 -0.315 -1.795
N: 2.563 -0.647 -0.521
H: -2.158 -2.517 3.743
H: -1.913 -1.266 2.531
H: -1.581 -0.920 4.225
H: -0.798 -4.543 2.659
H: 0.510 -4.393 1.487
H: -1.022 -3.555 1.227
H: 0.076 -3.421 5.415
H: 1.703 -2.821 5.124
H: 1.166 -4.328 4.381
H: 2.508 2.454 3.649
H: 3.692 1.202 3.412
H: 3.072 1.499 5.035
H: -0.827 1.056 2.542
H: 0.124 2.391 3.147
H: -0.852 1.395 4.247
H: 1.942 -0.647 6.032
H: 0.228 -0.951 5.776
H: 0.799 0.684 6.109
H: 4.399 -1.268 4.106
H: 4.967 -0.279 2.763
H: 5.405 -1.982 2.848
H: 2.995 -4.160 2.884
H: 4.181 -3.931 1.602
H: 2.466 -4.060 1.196
H: 5.474 -2.090 0.224
H: 5.909 -1.484 -2.129
H: 4.132 -0.314 -3.447
H: 1.975 0.194 -2.310
C: -1.859 -7.614 -3.715
C: -0.763 -7.022 -2.832
C: 0.561 -7.094 -3.607
C: -0.648 -7.876 -1.561
C: -1.054 -5.574 -2.431
C: -2.266 -4.950 -2.731
C: -2.554 -3.640 -2.341
C: -1.580 -2.979 -1.635
O: -1.592 -1.696 -1.127
B: -0.367 -1.516 -0.472
O: 0.404 -2.702 -0.617
C: -0.373 -3.580 -1.327
C: -0.083 -4.868 -1.707
H: -1.580 -8.628 -4.007
H: -2.005 -7.033 -4.627
H: -2.815 -7.678 -3.192
H: 0.756 -8.123 -3.916
H: 1.403 -6.767 -2.997
H: 0.529 -6.469 -4.501
H: -0.439 -8.916 -1.821
H: -1.574 -7.844 -0.984
H: 0.158 -7.518 -0.919
H: -3.018 -5.491 -3.287
H: -3.497 -3.170 -2.581
H: 0.864 -5.315 -1.441

## Properties
* ΔE to the lowest compared entry with this formula, charge and spin: 5.8 kcal per mole
* LUMO (spin up / spin down): 0.0002 / 0.0002 hartree
* spin multiplicity: 1
* frontier orbital gap (spin up / spin down): 6.68 / 6.68 eV

=====

Number 1: E -2729.72565 a.u.. Number 2: E -3572.24698 a.u.. Number 3: E -1356.25938 a.u.. Number 4: E -431.03236 a.u.. Number 5: E -614.47484 a.u.. Number 6: E -2802.91911 a.u.. Number 7: E -993.98229 a.u.. Number 8: E -3351.96928 a.u..